{"formula": "C22H25N5O2", "method": "ωB97M-V with the def2-TZVPD basis set", "elements": ["C", "N", "C", "C", "N", "C", "C", "N", "C", "C", "C", "C", "C", "C", "O", "N", "C", "C", "C", "C", "O", "C", "C", "C", "C", "N", "C", "C", "C", "H", "H", "H", "H", "H", "H", "H", "H", "H", "H", "H", "H", "H", "H", "H", "H", "H", "H", "H", "H", "H", "H", "H", "H", "H"], "positions_angstrom": [[1.06939, 2.52481, 1.45756], [1.31266, 2.39792, 0.04853], [0.47305, 2.82362, -0.94318], [1.11459, 2.57315, -2.12020], [2.32243, 2.00898, -1.87383], [2.42178, 1.91027, -0.57241], [3.58032, 1.29808, 0.13426], [3.28448, -0.08223, 0.52357], [4.35287, -0.68487, 1.31660], [5.41292, -1.36847, 0.45458], [4.78936, -2.55277, -0.29626], [3.27671, -2.36165, -0.44802], [2.93312, -0.88429, -0.65334], [1.43297, -0.78682, -0.94520], [0.96868, -0.97023, -2.04586], [0.71470, -0.55903, 0.18850], [-0.64392, -0.29677, 0.33246], [-1.15442, -0.13940, 1.62089], [-2.49119, 0.14013, 1.81809], [-3.34137, 0.27338, 0.72617], [-4.64781, 0.62793, 0.98052], [-5.66250, 0.07017, 0.26320], [-5.59986, -1.17480, -0.35720], [-6.72890, -1.64491, -1.00565], [-7.87296, -0.86235, -1.00907], [-7.94242, 0.31277, -0.40501], [-6.87349, 0.76672, 0.21420], [-2.83460, 0.13231, -0.56118], [-1.49909, -0.15706, -0.75802], [1.64674, 1.78005, 2.00239], [0.00872, 2.37419, 1.65964], [1.35617, 3.52056, 1.80938], [-0.48564, 3.24796, -0.72668], [0.78870, 2.75655, -3.12326], [4.44110, 1.35547, -0.54889], [3.81461, 1.86531, 1.04026], [4.80692, 0.09462, 1.93236], [3.90476, -1.42062, 1.99332], [6.24190, -1.70067, 1.07999], [5.80666, -0.63807, -0.25471], [4.97723, -3.48307, 0.24203], [5.24900, -2.64278, -1.28109], [2.75391, -2.72721, 0.43844], [2.90809, -2.92570, -1.30501], [3.45114, -0.52349, -1.55435], [1.29227, -0.45610, 1.01726], [-0.49789, -0.24368, 2.47334], [-2.89155, 0.26386, 2.81224], [-4.69266, -1.76124, -0.32329], [-6.71568, -2.60632, -1.49540], [-8.77535, -1.18561, -1.50910], [-6.96416, 1.72656, 0.70355], [-3.48667, 0.26078, -1.41256], [-1.10578, -0.26594, -1.75455]], "atomic_forces_ev_per_a": [[-0.026, 0.231, 0.365], [0.122, 0.000, -0.377], [-0.122, 0.058, -0.183], [-0.238, 0.122, 0.126], [0.595, -0.202, -0.089], [0.151, 0.246, 0.055], [0.016, 0.015, 0.100], [0.158, -0.065, 0.038], [0.252, -0.155, 0.141], [-0.104, 0.027, 0.120], [-0.051, 0.041, 0.029], [0.144, 0.072, -0.082], [-0.187, -0.166, -0.195], [0.194, -0.005, 0.198], [-0.080, -0.105, -0.327], [0.081, -0.128, 0.401], [-0.325, -0.045, -0.058], [0.077, -0.068, -0.226], [-0.375, 0.059, -0.174], [0.448, -0.080, -0.062], [-0.038, 0.190, 0.157], [-0.466, -0.369, -0.286], [0.114, 0.195, 0.213], [-0.063, 0.156, 0.041], [-0.002, -0.330, -0.157], [-0.370, 0.170, -0.038], [0.599, 0.082, 0.188], [-0.266, 0.146, 0.286], [0.099, -0.043, -0.057], [-0.032, -0.036, 0.003], [0.086, -0.040, 0.004], [-0.008, -0.097, 0.029], [-0.215, 0.084, 0.072], [-0.183, 0.071, -0.183], [-0.077, 0.045, 0.074], [0.062, -0.049, -0.064], [-0.085, -0.033, 0.029], [0.128, 0.053, 0.060], [0.067, 0.058, -0.029], [0.081, 0.024, 0.000], [0.047, -0.025, -0.048], [0.005, -0.075, -0.009], [-0.052, -0.030, 0.001], [-0.086, 0.022, 0.054], [-0.131, -0.003, 0.041], [-0.026, 0.104, -0.235], [0.073, -0.026, 0.095], [-0.052, 0.004, 0.105], [0.020, -0.015, -0.010], [-0.020, -0.070, -0.049], [-0.033, -0.117, -0.073], [0.110, 0.111, 0.091], [-0.038, -0.001, -0.067], [0.021, -0.006, -0.042]], "relative_energy_kcal_mol": 0.00, "multiplicity": 1, "smiles": "Cn1ccnc1CN1CCCC[C@H]1C(=O)Nc1ccc(Oc2cccnc2)cc1", "e_lumo_ev": 0.504, "total_energy_ha": -1277.613544, "e_homo_ha": -0.2944}

{"formula": "C17H17ClN4O", "method": "ωB97M-V with the def2-TZVPD basis set", "elements": ["C", "C", "C", "C", "C", "C", "N", "C", "C", "C", "C", "Cl", "N", "C", "N", "C", "C", "O", "N", "C", "C", "C", "C", "H", "H", "H", "H", "H", "H", "H", "H", "H", "H", "H", "H", "H", "H", "H", "H", "H"], "positions_angstrom": [[2.51479, 5.20450, 0.14541], [1.63460, 4.10243, 0.24988], [0.42842, 4.31740, 1.01872], [-0.43980, 3.18463, 0.95109], [-0.05797, 2.07596, 0.25662], [-1.08303, 0.93973, 0.12888], [-2.29201, 1.16264, -0.35043], [-2.94144, -0.09593, -0.29923], [-4.21271, -0.47574, -0.71376], [-4.54389, -1.80137, -0.57946], [-3.72036, -2.70384, 0.09020], [-4.26495, -4.32036, 0.41667], [-2.51621, -2.28992, 0.54140], [-2.13138, -1.02314, 0.25110], [-0.88811, -0.41656, 0.38852], [0.34915, -1.05401, 0.79883], [0.88614, -1.82281, -0.37680], [0.92197, -1.30485, -1.47977], [1.60399, -3.01961, -0.22089], [2.45472, -3.51571, -1.26252], [1.40946, -3.88231, 0.87182], [0.99063, 2.07563, -0.59198], [1.82206, 3.09289, -0.62882], [3.52392, 4.90403, 0.30477], [2.45215, 6.04202, 0.85752], [2.26429, 5.48052, -0.84745], [0.33666, 5.06501, 1.75416], [-1.19953, 3.26203, 1.70544], [-4.85986, 0.17736, -1.28717], [-5.45635, -2.28547, -0.88040], [0.26093, -1.74074, 1.63340], [1.10426, -0.30921, 1.21575], [2.94899, -2.72756, -1.81945], [1.79224, -3.96956, -2.03194], [3.27727, -4.25795, -1.05946], [2.13894, -3.70149, 1.72054], [0.39705, -3.86128, 1.29683], [1.39744, -4.92006, 0.49393], [1.00780, 1.36535, -1.35579], [2.68975, 3.04736, -1.30620]], "atomic_forces_ev_per_a": [[1.880, 2.272, 0.987], [-3.310, 1.974, 2.671], [1.559, -4.736, -2.409], [1.387, 2.705, 2.320], [-3.587, -2.318, 0.066], [-0.599, 0.245, -0.930], [0.089, -0.707, 0.539], [-0.804, 2.770, -0.566], [0.100, -0.087, -0.818], [-0.821, -1.295, 0.407], [2.404, 2.255, 0.838], [0.329, 0.323, -0.029], [0.304, -0.743, -0.526], [0.347, -2.586, 0.275], [0.441, 0.423, 1.762], [0.280, -0.050, 1.009], [2.952, -0.824, -1.870], [-0.585, 0.335, 0.034], [-0.576, 1.780, 0.903], [-0.060, -0.566, -2.395], [-0.384, -1.374, 1.974], [-1.053, -1.690, -0.866], [2.499, 0.511, -0.578], [1.122, -0.318, -0.687], [-0.822, -0.263, -0.312], [0.863, 1.360, -1.058], [-0.219, 1.012, 0.351], [-0.937, -0.726, -0.320], [0.027, 0.179, 0.309], [-0.514, 0.655, -0.464], [-0.806, -0.003, 0.254], [-0.909, -0.652, -1.169], [-0.058, 0.492, 0.222], [0.484, -0.119, 0.230], [-1.206, 0.719, 0.858], [-0.585, -0.607, -0.913], [0.129, 0.615, -0.076], [0.702, 0.250, 0.385], [0.373, -1.608, -0.770], [-0.437, 0.397, 0.365]], "relative_energy_kcal_mol": 44.78, "multiplicity": 1, "smiles": "Cc1ccc(-c2nc3ccc(Cl)nc3n2CC(=O)N(C)C)cc1", "e_lumo_ev": 0.551, "total_energy_ha": -1412.412988, "e_homo_ha": -0.3157}

{"formula": "C3H5NO2", "method": "ωB97M-V with the def2-TZVPD basis set", "elements": ["C", "C", "N", "H", "H", "H", "O", "C", "O", "H", "H"], "positions_angstrom": [[-1.56101, -0.43224, 0.95876], [-1.00221, 0.59884, 0.10099], [-0.69791, 1.49787, -0.55930], [-0.97008, -0.54242, 1.86993], [-1.59734, -1.39462, 0.44448], [-2.56824, -0.09010, 1.19865], [1.03338, -0.81639, -0.00464], [1.87103, -0.26903, -0.68954], [1.76620, 0.88746, -1.31822], [2.85631, -0.71931, -0.85606], [0.86989, 1.27994, -1.14505]], "atomic_forces_ev_per_a": [[-0.123, 0.015, 0.044], [-0.197, 1.002, -0.488], [-0.529, -0.687, 0.633], [-0.047, 0.078, -0.172], [0.040, 0.209, 0.011], [-0.041, -0.226, 0.151], [0.507, 0.108, -0.289], [0.040, -0.325, 0.174], [0.035, -0.140, 0.073], [0.089, 0.049, -0.074], [0.226, -0.083, -0.063]], "relative_energy_kcal_mol": 16.65, "multiplicity": 1, "smiles": "CC#N.O=CO", "e_lumo_ev": 0.834, "total_energy_ha": -322.547805, "e_homo_ha": -0.3837}